# C44H53ClN7OPdS

A structure of composition C44H53ClN7OPdS (the ωB97M-V functional and the def2-TZVPD basis, the OMol25 dataset).

Its electronic energy is -85802.5252 eV. The HOMO energy is -2.536 eV. Its total charge is -1.

Atoms and positions in Å:
H1 -7.5774 1.4820 1.6489
C1 2.8019 4.2436 0.3046
H2 3.3019 -2.7042 -4.9550
H3 5.1172 -1.0110 1.9766
C2 1.0531 -1.5439 1.0742
N1 0.9666 2.1768 -0.0534
C3 3.1330 2.2494 2.5826
C4 3.1770 6.9274 0.8407
C5 -6.5923 1.0482 1.7658
C6 0.3025 -2.1869 -3.7510
H4 1.3057 -2.3733 -1.8477
H5 -0.3318 0.1872 -5.5842
H6 0.3295 1.4938 -2.0524
C7 -2.4487 2.1267 3.5257
H7 3.1607 -0.4588 -6.1878
H8 2.2168 -0.5512 -1.9493
H9 5.2760 6.4683 0.8771
H10 -0.3962 0.0129 3.6378
C8 1.8955 6.4298 0.6648
H11 2.5577 3.1525 2.7474
C9 -1.3868 -4.3866 3.1429
H12 -4.1199 -2.4386 3.5246
C10 3.2886 -2.1573 -4.0080
H13 -7.2325 -0.9897 1.5412
N2 -2.0199 0.0227 -3.7271
H14 1.5005 -0.6535 0.6223
C11 3.6550 1.5457 3.6538
H15 0.7145 4.6639 0.2345
C12 -3.1208 -2.7054 3.2102
H16 -3.5776 0.1447 -2.3223
H17 4.1685 0.2379 0.0564
H18 0.6616 -2.1794 0.2813
C13 -2.5538 0.3657 -2.5748
H19 3.3255 7.9779 1.0557
H20 0.7327 -3.1426 -4.0733
H21 0.2719 -4.8795 -2.5409
H22 3.7251 0.0890 -2.5958
C14 -5.1314 -0.8673 1.8837
H23 -1.4526 2.5777 3.4772
C15 -0.5820 1.0512 -2.4144
H24 0.8812 1.0932 -4.6872
H25 -5.6000 2.9399 1.9772
N3 -0.7461 0.4721 -3.6110
C16 -3.9850 -0.0760 2.0966
H26 1.8540 -2.1015 1.5992
H27 4.7691 -0.1793 4.2755
C17 -0.9546 -2.1277 2.3525
H28 -0.7285 -2.1927 -4.1096
H29 -3.3561 -4.6893 3.9461
Cl1 -3.4193 -6.1762 0.3073
C18 4.2754 6.0787 0.7403
C19 4.3741 0.3758 3.4344
H30 2.2263 0.9424 -2.8800
C20 1.0413 -1.0922 -4.5510
C21 4.5719 -0.0916 2.1450
C22 -2.6726 -3.9893 3.4764
H31 4.9439 4.0683 0.4047
C23 3.3375 1.7789 1.2908
C24 -2.3494 -5.0119 -0.4365
H32 1.0067 0.5224 2.6875
H33 -1.0437 -5.3989 3.3133
H34 4.3302 -1.9601 -3.7452
C25 -2.3188 -1.7361 2.5538
C26 -0.5319 -3.4164 2.6217
C27 2.5296 -0.8294 -4.1280
C28 0.4530 -0.3456 3.0570
H35 -2.3382 1.0902 3.8375
H36 -5.0239 -1.9388 1.7951
C29 2.6614 -0.0541 -2.8081
H37 1.0394 7.0878 0.7413
H38 -3.6039 3.4577 0.6879
H39 0.0318 -1.1836 -1.8306
C30 -1.3610 -5.4615 -1.2969
H40 1.4057 -2.4371 -5.9338
C31 -3.1618 3.4921 1.6832
C32 -6.3969 -0.3209 1.7188
C33 -1.6447 -2.7510 -0.7381
O1 1.0430 -1.5451 -5.9214
C34 4.0902 4.7334 0.4702
C35 4.0485 0.6107 1.0670
H41 2.8736 -2.8100 -3.2424
C36 3.2385 0.0023 -5.2052
H42 2.8394 1.0157 -5.2728
N4 -0.0248 -1.1255 1.9346
H43 -3.7495 4.1839 2.3155
H44 -1.2555 -6.5193 -1.4955
Pd1 -1.3730 0.8003 0.5152
N5 -2.6904 -0.4933 2.1827
S1 2.4895 2.5053 -0.1204
C37 0.2989 -2.1641 -2.2199
N6 -1.6996 0.9852 -1.7218
H45 4.2955 0.0936 -4.9440
H46 -1.7440 -1.6964 -0.4818
C38 1.7038 5.0805 0.3891
H47 0.5038 -3.6684 2.4186
C39 -0.5138 -4.5321 -1.8781
C40 -0.6468 -3.1710 -1.6118
H48 0.5326 2.3212 0.8648
C41 -2.4995 -3.6704 -0.1460
C42 -5.4769 1.8632 1.9582
C43 0.2255 0.2254 -4.6509
H49 3.4878 1.8983 4.6633
C44 -4.2066 1.3348 2.1028
H50 -2.1523 3.9023 1.5923
H51 -3.2529 -3.3392 0.5538
H52 1.1156 -0.9361 3.7176
N7 -3.0605 2.1581 2.2134
H53 -3.0513 2.6728 4.2735

***

# C3H2N4O

An isolated molecule of C3H2N4O at a distorted geometry (the ωB97M-V functional and the def2-TZVPD basis, the OMol25 dataset).

Its electronic energy is -11149.0830 eV. The calculation puts the energy above the lowest of the compared OMol25 structures with the same formula, charge and spin at 4.36 kcal per mole. The HOMO energy is -10.124 eV. As for the SMILES: c1nc2ocnn2n1. Its total charge is 0.

Atoms and positions in Å:
C1 0.0081 0.7049 0.0582
N1 -1.2344 -1.1386 -0.0070
H1 3.0892 0.0349 -0.0385
N2 1.2871 -1.0919 0.0140
C2 2.0010 0.0212 -0.0011
C3 -1.9876 -0.1018 -0.0043
N3 0.0287 -0.6499 0.0042
N4 1.2043 1.1913 -0.0184
H2 -3.0506 -0.0588 -0.0045
O1 -1.3458 1.0886 -0.0025

***

# C13H18Si

An isolated molecule of C13H18Si at a distorted geometry (the ωB97M-V functional and the def2-TZVPD basis, the OMol25 dataset).

Its electronic energy is -21648.6771 eV. The calculation puts the energy above the lowest of the compared OMol25 structures with the same formula, charge and spin at 36.36 kcal per mole. The HOMO energy is -7.849 eV. As for the SMILES: CC1=C(C)c2c(C)cc(C)cc2C[SiH2]1. Its total charge is 0.

Atoms and positions in Å:
H1 -1.3786 -2.1756 -0.3481
H2 -1.2729 0.5724 3.2189
C1 1.4483 0.5903 0.2963
H3 -3.9029 -0.4051 -1.2840
C2 1.8539 1.4652 1.5058
H4 2.5303 -0.5980 -3.8669
C3 -2.1448 0.3980 0.8377
C4 -0.0817 -0.8460 -1.0007
C5 2.3889 0.4684 -0.6582
C6 0.1176 0.0154 0.1715
C7 -3.2939 0.4710 1.7553
H5 3.8968 -1.0040 -2.5341
H6 0.7522 -1.5436 -2.7342
H7 -2.1895 0.9099 -2.1504
Si1 -2.5735 0.0055 -0.9781
H8 -4.2452 0.4255 1.2732
C8 0.9367 -0.9817 -1.8756
H9 3.7397 0.5718 -2.9670
H10 -3.2142 -0.3295 2.4917
H11 -0.8175 -1.1894 2.8609
H12 2.3158 0.7801 2.1754
H13 1.0250 1.9515 1.9703
H14 -3.3373 1.4094 2.2580
C9 -0.8879 0.2239 1.2214
H15 2.5863 2.1930 1.2103
C10 -0.5392 -0.0866 2.6695
H16 0.4655 0.0764 2.8896
C11 -1.4449 -1.5535 -1.1405
H17 3.2973 0.9493 -0.5695
H18 -1.2975 -2.1639 -1.9737
C12 2.1377 -0.3049 -1.7721
C13 3.1296 -0.2954 -2.9527

***

# C3H6N2O2S

An isolated molecule of C3H6N2O2S at a distorted geometry (the ωB97M-V functional and the def2-TZVPD basis, the OMol25 dataset).

Its electronic energy is -21116.8394 eV. The calculation puts the energy above the lowest of the compared OMol25 structures with the same formula, charge and spin at 69.41 kcal per mole. The HOMO energy is -9.215 eV. As for the SMILES: N/N=C\OCC(O)=S. Its total charge is 0.

Atoms and positions in Å:
O1 0.5095 -0.2204 1.0033
H1 -1.1610 0.4945 1.9432
C1 -0.8010 -0.3153 1.3266
H2 0.1007 -0.3821 -0.9881
H3 -1.4748 -3.0952 0.2603
O2 1.0489 1.8792 -1.9081
S1 0.2279 2.8234 0.3929
H4 1.8160 -0.0827 -0.5060
H5 0.9028 2.8041 -2.0662
C2 0.7756 0.1745 -0.3145
N1 -0.9792 -2.1822 0.1450
H6 -0.0270 -2.2794 0.3571
N2 -1.5654 -1.2635 1.0012
C3 0.6270 1.6450 -0.6469

***

Number 1: LUMO energy 1.98 eV. Number 2: LUMO energy 0.78 eV. Number 3: LUMO energy 0.88 eV. Number 4: LUMO energy 0.19 eV.